Entry 1:
A molecular structure, C3H4AlO3 at a distorted geometry, computed with ωB97M-V/def2-TZVPD.

CARTESIAN COORDINATES (ANGSTROEM)
1 O 0.62 -0.02 0.81
2 C 0.67 -0.96 -0.20
3 O -0.31 -0.96 -1.01
4 O 1.66 -1.67 -0.23
5 C -0.54 0.69 0.99
6 H -1.34 0.16 1.52
7 C -0.63 2.00 0.68
8 H 0.23 2.53 0.25
9 H -1.53 2.55 0.96
10 Al -1.47 0.39 -1.25
11 H -1.86 1.93 -1.27

As for the highest occupied orbital energy: -15.018 eV. The value obtained for the molecular weight is 115.04 g/mol. Its net charge is +1. The HOMO-LUMO gap comes out at 0.277 Eh.

For reference, the natural (NBO) charges in units of e are: -0.4875 0.9613 -0.9034 -0.4867 -0.0290 0.2305 -0.3723 0.2617 0.2537 1.8235 -0.2517

Entry 2:
A single C3H4BNO3 molecule at a distorted geometry, computed with ωB97M-V/def2-TZVPD.

CARTESIAN COORDINATES (ANGSTROEM)
1 B -0.67 0.20 0.07
2 C 1.34 -1.39 0.77
3 C 0.56 1.02 -0.60
4 C 0.02 -1.24 0.79
5 N 2.12 -0.55 0.06
6 O 1.69 0.55 -0.59
7 O -1.22 -0.19 -1.21
8 O -1.49 1.06 0.88
9 H 1.88 -2.12 1.28
10 H 0.42 1.97 -0.94
11 H -2.19 -0.42 -1.19
12 H -2.46 1.10 0.67

As for the highest occupied orbital energy (alpha / beta): -9.006 / -8.803 eV. The value obtained for the molecular weight is 112.88 g/mol. The HOMO-LUMO gap (alpha / beta) comes out at 0.292 / 0.250 Eh.

For reference, the natural (NBO) charges in units of e are: 0.6162 -0.2583 0.3102 0.1032 -0.0838 -0.2224 -0.9187 -0.9307 0.2285 0.1842 0.4829 0.4888

Entry 3:
2 unconnected molecules or ions with the total composition C3H4Br2ClF at a distorted geometry, computed with ωB97M-V/def2-TZVPD.

CARTESIAN COORDINATES (ANGSTROEM)
1 C -1.38 0.51 -0.11
2 C 0.82 -0.82 0.59
3 C 0.06 0.39 0.14
4 F 0.58 0.18 -2.31
5 Cl 0.33 -2.32 -0.03
6 Br 2.88 -0.69 0.41
7 Br 1.01 2.02 0.12
8 H -1.74 -0.54 0.15
9 H -1.89 1.31 0.41
10 H -1.60 0.85 -1.11
11 H 0.92 -0.89 1.75

As for the highest occupied orbital energy (alpha / beta): -9.758 / -9.592 eV. The value obtained for the molecular weight is 254.32 g/mol. The HOMO-LUMO gap (alpha / beta) comes out at 0.269 / 0.262 Eh.

For reference, the natural (NBO) charges in units of e are: -0.7705 -0.4257 0.2896 -0.6993 0.1127 0.0480 0.2802 0.2488 0.2750 0.3368 0.3044

Entry 4:
3 unconnected molecules or ions with the total composition C3H4Br3F at a distorted geometry, computed with ωB97M-V/def2-TZVPD.

CARTESIAN COORDINATES (ANGSTROEM)
1 C -0.87 -0.13 -0.14
2 C 0.21 -0.95 -0.07
3 C 2.41 -1.24 -0.30
4 F 2.26 -2.39 -1.03
5 Br 1.39 2.97 0.49
6 Br 3.07 0.15 -1.42
7 Br 3.04 -1.62 1.42
8 H -1.80 -0.49 0.28
9 H -0.60 0.90 -0.68
10 H 0.09 -1.79 0.49
11 H 0.36 3.85 -0.14

As for the highest occupied orbital energy (alpha / beta): -7.098 / -9.858 eV. The expectation value of S² is 2.020. The value obtained for the molecular weight is 298.77 g/mol. As for the multiplicity: 3. The HOMO-LUMO gap (alpha / beta) comes out at 0.272 / 0.277 Eh.

For reference, the natural (NBO) charges in units of e are: -0.5248 -0.0897 0.1167 -0.3513 -0.2132 0.1256 0.1276 0.2240 0.2230 0.1463 0.2158

Entry 5:
2 unconnected molecules or ions with the total composition C3H4BrCl at a distorted geometry, computed with ωB97M-V/def2-TZVPD.

CARTESIAN COORDINATES (ANGSTROEM)
1 Cl 0.75 2.16 -0.34
2 C 1.13 0.81 0.79
3 Br 2.27 -0.50 -0.04
4 H 0.23 0.36 1.07
5 H 1.33 1.26 1.79
6 C -1.83 -0.59 -0.69
7 C -1.07 -1.47 -0.98
8 H -2.30 0.35 -0.55
9 H -0.51 -2.37 -1.05

As for the highest occupied orbital energy: -10.468 eV. The value obtained for the molecular weight is 155.42 g/mol. The HOMO-LUMO gap comes out at 0.406 Eh.

For reference, the natural (NBO) charges in units of e are: -0.0454 -0.4650 0.0637 0.2161 0.2358 -0.2467 -0.2278 0.2341 0.2353

Entry 6:
2 unconnected molecules or ions with the total composition C3H4BrF at a distorted geometry, computed with ωB97M-V/def2-TZVPD.

CARTESIAN COORDINATES (ANGSTROEM)
1 C -1.35 -0.80 0.27
2 C -0.34 -0.05 -0.10
3 C 0.89 0.66 0.04
4 F 0.17 -0.22 -2.38
5 Br 1.07 1.29 1.93
6 H -1.94 -1.42 -0.49
7 H -1.40 -1.00 1.37
8 H 1.74 -0.08 0.01
9 H 1.15 1.63 -0.63

As for the highest occupied orbital energy: -10.550 eV. The value obtained for the molecular weight is 138.97 g/mol. The HOMO-LUMO gap comes out at 0.312 Eh.

For reference, the natural (NBO) charges in units of e are: -0.5179 0.4864 -0.5683 -0.6392 0.0243 0.3158 0.2893 0.2830 0.3266

Entry 7:
A single C3H4BrF molecule at a distorted geometry, computed with ωB97M-V/def2-TZVPD.

CARTESIAN COORDINATES (ANGSTROEM)
1 C -1.23 -0.91 -0.91
2 C -0.47 0.05 -0.54
3 F -1.03 0.84 0.50
4 C 0.83 0.57 -1.00
5 Br 2.37 0.16 0.14
6 H -2.03 -1.22 -0.38
7 H -0.99 -1.38 -1.80
8 H 0.91 0.00 -1.89
9 H 0.76 1.62 -1.10

As for the highest occupied orbital energy: -10.316 eV. The value obtained for the molecular weight is 138.97 g/mol. The HOMO-LUMO gap comes out at 0.399 Eh.

For reference, the natural (NBO) charges in units of e are: -0.4451 0.3915 -0.3712 -0.4832 0.0088 0.2227 0.2045 0.2306 0.2413

Entry 8:
2 unconnected molecules or ions with the total composition C3H4BrF at a distorted geometry, computed with ωB97M-V/def2-TZVPD.

CARTESIAN COORDINATES (ANGSTROEM)
1 Br 1.68 0.46 -1.68
2 C 0.51 0.40 -0.30
3 C -0.31 -0.16 0.52
4 C 0.24 1.06 1.06
5 H -0.86 -1.13 0.63
6 H -0.49 1.85 1.24
7 H 0.92 0.78 1.83
8 F -1.05 -1.98 -1.89
9 H -0.65 -1.27 -1.41

As for the highest occupied orbital energy: -9.681 eV. The value obtained for the molecular weight is 138.97 g/mol. The HOMO-LUMO gap comes out at 0.381 Eh.

For reference, the natural (NBO) charges in units of e are: 0.1847 -0.1843 -0.2161 -0.4007 0.2371 0.1973 0.1845 -0.5649 0.5624

Entry 9:
A single C3H4BrFN2O5S molecule, computed with ωB97M-V/def2-TZVPD.

CARTESIAN COORDINATES (ANGSTROEM)
1 O 1.32 -3.90 0.60
2 N 1.75 -2.84 0.37
3 O 0.70 -1.91 0.16
4 C 1.26 -0.63 -0.08
5 N 0.13 0.27 -0.46
6 C -1.14 -0.11 0.20
7 C -2.32 0.78 -0.17
8 O -3.02 1.29 0.63
9 Br -2.73 0.80 -2.06
10 S 0.50 1.85 -0.06
11 O -0.30 2.74 -0.81
12 O 0.69 2.00 1.34
13 F 1.93 1.84 -0.71
14 H 1.96 -0.67 -0.91
15 H 1.77 -0.28 0.82
16 H -1.07 -0.13 1.29
17 H -1.41 -1.10 -0.16

As for the highest occupied orbital energy: -10.838 eV. The value obtained for the molecular weight is 279.04 g/mol. The HOMO-LUMO gap comes out at 0.374 Eh.

For reference, the natural (NBO) charges in units of e are: -0.2230 0.3834 -0.4253 0.0703 -0.6551 -0.3658 0.5114 -0.4647 -0.0100 2.5154 -0.8661 -0.8930 -0.4736 0.2029 0.1900 0.2324 0.2705

Entry 10:
A molecular structure, C3H4BrI at a distorted geometry, computed with ωB97M-V/def2-TZVPD.

CARTESIAN COORDINATES (ANGSTROEM)
1 C 0.36 0.41 0.91
2 C 0.59 -0.46 -0.13
3 C 0.36 -1.85 -0.29
4 Br 0.73 -2.88 -1.84
5 I -0.77 -2.95 1.20
6 H 0.57 1.52 0.85
7 H 0.07 -0.01 1.91
8 H 1.13 -0.21 -1.11
9 H 1.48 0.14 -2.29

As for the highest occupied orbital energy (alpha / beta): -8.141 / -9.573 eV. The value obtained for the molecular weight is 246.87 g/mol. The HOMO-LUMO gap (alpha / beta) comes out at 0.260 / 0.311 Eh.

For reference, the natural (NBO) charges in units of e are: -0.3386 -0.3267 -0.2401 0.1385 0.1505 0.2202 0.2148 0.1447 0.0368

- The lowest molecular weight belongs to which entry?
  C3H4BNO3